No. 1
The following is a quantum chemistry calculation of a structure of composition C31H30CdClI2N9O8, from the OMol25 dataset.

```
82
Properties=species:S:1:pos:R:3
Cd -0.023 -0.896 0.037
I -3.239 -7.680 2.208
C -2.568 -5.944 1.228
C -3.365 -5.351 0.261
C -2.890 -4.216 -0.370
I -4.070 -3.282 -1.826
C -1.615 -3.617 -0.106
O -1.209 -2.596 -0.763
C -0.854 -4.260 0.934
C 0.499 -3.719 1.353
N 0.439 -2.321 1.822
C -0.459 -2.039 2.936
C -1.221 -0.720 2.830
C -1.690 -0.181 4.012
C -2.522 0.991 3.910
C -2.809 1.545 2.722
C -2.248 0.990 1.428
N -1.433 -0.234 1.607
C -1.338 -5.395 1.564
H -4.334 -5.757 0.006
H 0.904 -4.379 2.129
H 1.179 -3.741 0.501
H 1.368 -1.960 2.011
H -1.208 -2.827 2.969
H 0.067 -2.057 3.894
H -1.497 -0.667 4.962
H -2.938 1.426 4.816
H -3.443 2.424 2.650
H -3.074 0.743 0.746
H -0.735 -5.858 2.337
C 4.190 0.691 -1.193
N 4.215 1.330 0.114
C 5.054 2.517 0.137
C 2.973 1.385 0.769
N 1.840 1.138 0.278
N 3.068 1.742 2.129
C 2.111 1.351 3.094
N 2.110 2.249 4.169
N 1.405 0.311 2.982
H 5.215 0.439 -1.473
H 3.774 1.350 -1.971
H 3.596 -0.222 -1.151
H 6.098 2.234 -0.010
H 4.976 3.050 1.081
H 4.778 3.220 -0.661
H 1.866 0.907 -0.713
H 3.996 1.853 2.494
H 2.252 3.207 3.890
H 1.308 2.140 4.767
H 0.656 0.247 3.672
O 2.027 -3.558 -1.963
C 1.771 -2.361 -1.853
O 1.946 -1.639 -0.798
C 1.280 -1.621 -3.098
C 1.680 -2.145 -4.289
C 1.365 -1.524 -5.509
C 0.620 -0.371 -5.527
C 0.168 0.175 -4.346
C 0.472 -0.405 -3.047
O 0.082 0.131 -1.973
N -0.625 1.400 -4.487
O -0.598 1.978 -5.576
O -1.185 1.869 -3.521
N 1.837 -2.083 -6.757
O 2.535 -3.083 -6.716
O 1.575 -1.506 -7.806
H 2.250 -3.063 -4.280
H 0.375 0.103 -6.462
Cl -4.573 7.102 -0.427
C -3.649 5.644 -0.102
C -2.737 5.636 0.936
C -2.008 4.477 1.184
C -2.177 3.330 0.414
C -1.407 2.070 0.696
C -3.101 3.378 -0.631
C -3.838 4.525 -0.894
H -2.592 6.524 1.538
H -1.298 4.458 2.004
H -1.051 1.665 -0.257
H -0.533 2.274 1.316
H -3.221 2.504 -1.266
H -4.542 4.555 -1.717
```

## Properties
**Charge**: -2
**Energy relative to the best compared isomer or geometry (same formula, charge and spin)**: 0.572 eV
**Molar mass**: 1058.31 g mol⁻¹
**Maximum force**: 1.0 eV/A
**Lowest unoccupied orbital energy**: 3.52 eV
**E_HOMO**: -1.7 eV

The computed natural (NBO) charges, all in e, follow: number 1, Cd, carries 1.74; number 2, I, carries 0.04; number 3, C, carries -0.22; number 4, C, carries -0.26; number 5, C, carries -0.26; number 6, I, carries 0.09; number 7, C, carries 0.45; number 8, O, carries -0.87; number 9, C, carries -0.14; number 10, C, carries -0.23; number 11, N, carries -0.72; number 12, C, carries -0.26; number 13, C, carries 0.28; number 14, C, carries -0.55; number 15, C, carries -0.19; number 16, C, carries -0.29; number 17, C, carries -0.05; number 18, N, carries -0.77; number 19, C, carries -0.23; number 20, H, carries 0.22; number 21, H, carries 0.16; number 22, H, carries 0.26; number 23, H, carries 0.41; number 24, H, carries 0.22; number 25, H, carries 0.18; number 26, H, carries 0.19; number 27, H, carries 0.18; number 28, H, carries 0.19; number 29, H, carries 0.17; number 30, H, carries 0.20; number 31, C, carries -0.44; number 32, N, carries -0.46; number 33, C, carries -0.40; number 34, C, carries 0.60; number 35, N, carries -0.74; number 36, N, carries -0.68; number 37, C, carries 0.59; number 38, N, carries -0.85; number 39, N, carries -0.72; number 40, H, carries 0.19; number 41, H, carries 0.17; number 42, H, carries 0.27; number 43, H, carries 0.19; number 44, H, carries 0.19; number 45, H, carries 0.18; number 46, H, carries 0.39; number 47, H, carries 0.39; number 48, H, carries 0.37; number 49, H, carries 0.39; number 50, H, carries 0.37; number 51, O, carries -0.70; number 52, C, carries 0.79; number 53, O, carries -0.90; number 54, C, carries -0.26; number 55, C, carries -0.12; number 56, C, carries -0.09; number 57, C, carries -0.13; number 58, C, carries -0.13; number 59, C, carries 0.54; number 60, O, carries -0.79; number 61, N, carries 0.53; number 62, O, carries -0.46; number 63, O, carries -0.37; number 64, N, carries 0.54; number 65, O, carries -0.42; number 66, O, carries -0.44; number 67, H, carries 0.26; number 68, H, carries 0.26; number 69, Cl, carries -0.06; number 70, C, carries -0.05; number 71, C, carries -0.26; number 72, C, carries -0.15; number 73, C, carries 0.00; number 74, C, carries -0.44; number 75, C, carries -0.19; number 76, C, carries -0.22; number 77, H, carries 0.21; number 78, H, carries 0.20; number 79, H, carries 0.24; number 80, H, carries 0.22; number 81, H, carries 0.23; number 82, H, carries 0.22


No. 2
The following is a quantum chemistry calculation of a structure of composition C30H23Cl2N6O11STi at a distorted geometry, from the OMol25 dataset.

```
74
Properties=species:S:1:pos:R:3
Ti 0.055 0.841 -0.331
N -2.229 -4.941 -6.017
C -2.031 -3.954 -5.072
C -1.047 -2.980 -5.263
C -0.885 -1.962 -4.344
C -1.708 -1.903 -3.238
C -2.701 -2.847 -3.043
C -2.860 -3.874 -3.950
S -1.572 -0.551 -2.083
O -2.898 -0.345 -1.572
O -0.921 0.554 -2.736
N -0.618 -0.941 -0.821
C -0.292 -2.193 -0.480
N -0.122 -2.423 0.836
C 0.226 -3.632 1.205
C 0.438 -4.660 0.293
C 0.241 -4.327 -1.036
N -0.141 -3.129 -1.434
H -1.468 -5.112 -6.654
H -2.714 -5.766 -5.703
H -0.413 -3.036 -6.137
H -0.136 -1.196 -4.464
H -3.337 -2.749 -2.178
H -3.626 -4.622 -3.799
H 0.320 -3.783 2.274
H 0.741 -5.648 0.598
H 0.394 -5.051 -1.831
O -2.607 3.207 -1.288
C -1.767 2.848 -0.497
O -1.513 1.617 -0.167
C -0.984 3.831 0.347
C -1.549 5.025 0.701
C -0.898 5.873 1.616
C 0.327 5.506 2.160
C 0.939 4.328 1.768
C 0.319 3.437 0.822
O 0.885 2.369 0.449
N 2.187 3.972 2.360
O 2.791 3.005 1.943
O 2.594 4.670 3.277
N -1.506 7.092 2.014
O -2.577 7.396 1.512
O -0.931 7.777 2.845
H -2.511 5.310 0.295
H 0.810 6.148 2.885
C 3.951 -1.971 2.794
C 3.601 -1.861 1.439
C 2.519 -1.112 1.059
C 1.710 -0.445 2.012
C 0.571 0.323 1.631
C -0.136 0.937 2.648
C 0.207 0.809 4.005
C 1.298 0.074 4.370
C 2.071 -0.573 3.386
C 3.205 -1.335 3.743
H 4.821 -2.552 3.072
H 4.202 -2.366 0.694
H 2.265 -1.029 0.007
H -0.984 1.583 2.411
H -0.393 1.311 4.755
H 1.594 -0.007 5.406
H 3.472 -1.404 4.791
Cl -2.635 -0.491 1.319
C -2.914 -0.903 3.075
Cl -1.953 -2.285 3.570
H -3.961 -1.154 3.237
H -2.598 -0.064 3.693
C 2.677 1.662 -3.205
C 1.586 1.582 -2.151
O 0.778 2.497 -2.015
O 1.554 0.533 -1.419
H 3.114 2.658 -3.189
H 2.230 1.492 -4.183
H 3.439 0.911 -3.017
```

## Properties
**Charge**: -1
**Molar mass**: 794.38 g mol⁻¹
**Maximum force**: 2.7 eV/A
**Lowest unoccupied orbital energy**: 1.90 eV
**E_HOMO**: -5.3 eV

The computed natural (NBO) charges, all in e, follow: number 1, Ti, carries 1.71; number 2, N, carries -0.80; number 3, C, carries 0.18; number 4, C, carries -0.30; number 5, C, carries -0.08; number 6, C, carries -0.36; number 7, C, carries -0.13; number 8, C, carries -0.28; number 9, S, carries 2.33; number 10, O, carries -0.92; number 11, O, carries -0.92; number 12, N, carries -0.97; number 13, C, carries 0.57; number 14, N, carries -0.46; number 15, C, carries 0.11; number 16, C, carries -0.36; number 17, C, carries 0.09; number 18, N, carries -0.51; number 19, H, carries 0.38; number 20, H, carries 0.38; number 21, H, carries 0.20; number 22, H, carries 0.23; number 23, H, carries 0.24; number 24, H, carries 0.21; number 25, H, carries 0.20; number 26, H, carries 0.21; number 27, H, carries 0.18; number 28, O, carries -0.56; number 29, C, carries 0.80; number 30, O, carries -0.72; number 31, C, carries -0.19; number 32, C, carries -0.11; number 33, C, carries -0.08; number 34, C, carries -0.12; number 35, C, carries -0.04; number 36, C, carries 0.44; number 37, O, carries -0.65; number 38, N, carries 0.52; number 39, O, carries -0.35; number 40, O, carries -0.43; number 41, N, carries 0.53; number 42, O, carries -0.40; number 43, O, carries -0.41; number 44, H, carries 0.26; number 45, H, carries 0.27; number 46, C, carries -0.23; number 47, C, carries -0.23; number 48, C, carries -0.19; number 49, C, carries 0.02; number 50, C, carries -0.31; number 51, C, carries -0.19; number 52, C, carries -0.23; number 53, C, carries -0.20; number 54, C, carries -0.09; number 55, C, carries -0.18; number 56, H, carries 0.20; number 57, H, carries 0.20; number 58, H, carries 0.22; number 59, H, carries 0.20; number 60, H, carries 0.20; number 61, H, carries 0.20; number 62, H, carries 0.20; number 63, Cl, carries 0.03; number 64, C, carries -0.38; number 65, Cl, carries -0.04; number 66, H, carries 0.21; number 67, H, carries 0.22; number 68, C, carries -0.71; number 69, C, carries 0.82; number 70, O, carries -0.61; number 71, O, carries -0.73; number 72, H, carries 0.23; number 73, H, carries 0.23; number 74, H, carries 0.22


No. 3
The following is a quantum chemistry calculation of an isolated molecule of C4H8O2, from the OMol25 dataset.

```
14
Properties=species:S:1:pos:R:3
C 0.643 -0.515 -1.687
O 0.276 -0.909 -0.386
C 0.442 0.052 0.643
C -0.539 1.244 0.593
C -0.088 -0.510 1.961
O -1.015 -1.391 1.694
H 1.681 -0.154 -1.717
H -0.022 0.267 -2.081
H 0.563 -1.399 -2.326
H 1.492 0.366 0.708
H -1.349 1.028 -0.112
H -0.086 2.212 0.378
H -0.973 1.316 1.603
H -1.026 -1.606 0.730
```

## Properties
**Energy relative to the best compared isomer or geometry (same formula, charge and spin)**: 3.872 eV
**Molar mass**: 88.11 g mol⁻¹
**Maximum force**: 0.5 eV/A
**Lowest unoccupied orbital energy**: 0.84 eV
**E_HOMO**: -8.6 eV

The computed natural (NBO) charges, all in e, follow: number 1, C, carries -0.24; number 2, O, carries -0.57; number 3, C, carries -0.06; number 4, C, carries -0.65; number 5, C, carries 0.27; number 6, O, carries -0.65; number 7, H, carries 0.17; number 8, H, carries 0.17; number 9, H, carries 0.20; number 10, H, carries 0.19; number 11, H, carries 0.22; number 12, H, carries 0.23; number 13, H, carries 0.24; number 14, H, carries 0.48


No. 4
The following is a quantum chemistry calculation of a cluster of 3 separate species, C30H38FI2N5O8 in total at a distorted geometry, from the OMol25 dataset.

```
84
Properties=species:S:1:pos:R:3
C 5.237 -1.781 -0.897
C 4.235 -0.839 -0.159
C 2.762 -0.936 -0.691
C 1.826 -1.437 0.445
N 0.498 -1.813 -0.042
C -0.567 -0.876 0.196
C -0.268 0.476 -0.616
C 0.454 1.591 0.195
C -0.424 2.847 0.534
C 0.245 4.214 0.201
O 0.684 4.821 1.412
C 1.956 4.336 1.807
C -1.925 -1.325 -0.484
C -2.288 -2.821 -0.541
O -1.719 -3.682 -0.015
N -3.474 -3.136 -1.369
C -4.654 -3.131 -0.595
O -5.441 -2.295 -0.675
F -4.846 -4.116 0.257
N -2.951 -0.473 0.134
C -2.341 0.215 1.237
O -2.784 1.193 1.697
C -1.131 -0.667 1.649
C -1.261 -1.844 2.601
I 0.258 -3.391 2.722
C -2.265 -2.004 3.473
C -3.415 -1.002 3.571
I -2.379 -3.636 4.878
H 4.729 -2.603 -1.432
H 5.796 -1.164 -1.617
H 5.961 -2.179 -0.171
H 4.204 -1.010 0.930
H 4.576 0.200 -0.298
H 2.477 0.070 -1.041
H 2.750 -1.614 -1.553
H 2.306 -2.369 0.801
H 1.819 -0.743 1.293
H 0.517 -2.184 -0.984
H 0.318 0.145 -1.484
H -1.187 0.926 -1.029
H 1.284 1.958 -0.438
H 0.923 1.249 1.128
H -1.399 2.755 0.028
H -0.634 2.816 1.615
H 1.059 4.095 -0.536
H -0.534 4.875 -0.206
H 2.371 5.074 2.508
H 1.880 3.374 2.353
H 2.633 4.165 0.951
H -1.851 -1.017 -1.550
H -3.592 -2.354 -2.010
H -3.276 0.243 -0.512
H -0.440 0.029 2.168
H -4.195 -1.416 4.218
H -3.092 -0.013 3.924
H -3.862 -0.869 2.573
C -4.516 5.251 3.502
C -5.283 6.059 2.672
C -4.672 6.831 1.696
C -3.294 6.781 1.560
C -2.517 5.985 2.387
C -3.135 5.218 3.362
N -2.646 7.578 0.510
O -3.357 8.281 -0.187
O -1.437 7.487 0.393
H -4.996 4.645 4.260
H -6.359 6.084 2.784
H -5.273 7.457 1.053
H -1.439 5.950 2.284
H -2.539 4.590 4.012
C 4.899 -6.946 -5.394
C 5.346 -6.657 -4.111
C 4.689 -5.708 -3.345
C 3.585 -5.060 -3.873
C 3.132 -5.334 -5.153
C 3.796 -6.283 -5.915
N 2.872 -4.072 -3.055
O 3.307 -3.839 -1.940
O 1.885 -3.541 -3.533
H 5.411 -7.692 -5.989
H 6.207 -7.174 -3.708
H 5.042 -5.486 -2.347
H 2.272 -4.823 -5.563
H 3.451 -6.508 -6.916
```

## Properties
**Molar mass**: 869.47 g mol⁻¹
**Maximum force**: 4.2 eV/A
**Lowest unoccupied orbital energy**: -0.95 eV
**E_HOMO**: -8.1 eV

The computed Mulliken charges, all in e, follow: number 1, C, carries -0.86; number 2, C, carries -0.81; number 3, C, carries 0.35; number 4, C, carries -1.23; number 5, N, carries 0.25; number 6, C, carries 0.98; number 7, C, carries -1.90; number 8, C, carries -0.68; number 9, C, carries -0.52; number 10, C, carries -0.95; number 11, O, carries -0.33; number 12, C, carries -0.74; number 13, C, carries -1.20; number 14, C, carries -0.16; number 15, O, carries -0.27; number 16, N, carries -0.33; number 17, C, carries 0.58; number 18, O, carries -0.42; number 19, F, carries -0.23; number 20, N, carries 0.11; number 21, C, carries -1.21; number 22, O, carries -0.54; number 23, C, carries 1.92; number 24, C, carries -1.70; number 25, I, carries 0.11; number 26, C, carries 0.21; number 27, C, carries -1.06; number 28, I, carries 0.01; number 29, H, carries 0.12; number 30, H, carries 0.31; number 31, H, carries 0.31; number 32, H, carries 0.37; number 33, H, carries 0.33; number 34, H, carries 0.03; number 35, H, carries 0.07; number 36, H, carries 0.48; number 37, H, carries 0.40; number 38, H, carries 0.39; number 39, H, carries 0.72; number 40, H, carries 0.84; number 41, H, carries 0.53; number 42, H, carries 0.13; number 43, H, carries 0.36; number 44, H, carries 0.29; number 45, H, carries 0.50; number 46, H, carries 0.26; number 47, H, carries 0.25; number 48, H, carries 0.23; number 49, H, carries 0.33; number 50, H, carries 0.77; number 51, H, carries 0.40; number 52, H, carries 0.37; number 53, H, carries 0.85; number 54, H, carries 0.49; number 55, H, carries 0.22; number 56, H, carries 0.33; number 57, C, carries -0.48; number 58, C, carries -0.43; number 59, C, carries -0.34; number 60, C, carries -0.08; number 61, C, carries -0.21; number 62, C, carries -0.41; number 63, N, carries 1.04; number 64, O, carries -0.62; number 65, O, carries -0.59; number 66, H, carries 0.38; number 67, H, carries 0.38; number 68, H, carries 0.45; number 69, H, carries 0.50; number 70, H, carries 0.39; number 71, C, carries -0.43; number 72, C, carries -0.56; number 73, C, carries -0.20; number 74, C, carries 0.12; number 75, C, carries -0.31; number 76, C, carries -0.47; number 77, N, carries 1.09; number 78, O, carries -0.64; number 79, O, carries -0.62; number 80, H, carries 0.38; number 81, H, carries 0.37; number 82, H, carries 0.43; number 83, H, carries 0.44; number 84, H, carries 0.37